Here is a cluster of 3 separate species, C3H12O2S2 in total in a non-equilibrium geometry from OMol25. Energies are from ωB97M-V with the def2-TZVPD basis set.

Properties
Total charge = +1
2S+1 = 2
Frontier orbital gap (alpha / beta) = 8.5 / 5.0 eV

Each line ends with the natural charge from an NBO analysis.
Atoms and positions in Å:
C1 -2.79 0.74 -0.74  -0.65
C2 -1.59 0.62 0.13  -0.50
S1 -1.29 -1.05 0.90  0.40
S2 -0.79 -2.22 -0.71  0.46
C3 0.15 -1.21 -1.93  -0.76
H1 -2.94 -0.11 -1.41  0.23
H2 -3.72 0.82 -0.17  0.25
H3 -2.78 1.73 -1.22  0.26
H4 -1.67 1.23 1.03  0.27
H5 -0.68 0.78 -0.44  0.23
H6 0.99 -0.73 -1.43  0.27
H7 -0.50 -0.47 -2.39  0.26
H8 0.56 -1.94 -2.62  0.29
H9 1.43 0.68 1.33  0.47
H10 1.22 -0.69 1.94  0.47
O1 1.78 0.08 2.00  -0.92
H11 3.70 0.01 1.79  0.47
H12 4.32 1.28 2.16  0.46
O2 4.57 0.43 1.78  -0.94

Here is an isolated molecule of C3H6P2 in a non-equilibrium geometry from OMol25. Energies are from ωB97M-V with the def2-TZVPD basis set.

Properties
Frontier orbital gap = 9.4 eV
SMILES string = PC#CCP

Each line ends with the natural charge from an NBO analysis.
Atoms and positions in Å:
P1 -1.78 -2.31 -0.31  0.36
C1 -0.95 -0.74 -0.27  -0.40
C2 0.09 0.00 -0.44  0.05
C3 1.14 0.99 -0.36  -0.76
P2 1.56 1.72 1.34  0.32
H1 -2.06 -2.66 -1.68  -0.01
H2 -2.97 -1.76 -0.26  -0.04
H3 2.12 0.61 -0.67  0.26
H4 0.83 1.89 -1.08  0.25
H5 1.77 0.44 1.82  -0.03
H6 0.25 1.81 1.93  -0.01

Here is a cluster of 2 separate species, C3H7Br3Si in total in a non-equilibrium geometry from OMol25. Energies are from ωB97M-V with the def2-TZVPD basis set.

Properties
Frontier orbital gap = 7.3 eV

Each line ends with the natural charge from an NBO analysis.
Atoms and positions in Å:
C1 -0.71 -0.08 -1.49  -0.63
C2 0.06 1.44 0.33  -0.62
C3 -0.57 0.12 0.00  -0.65
Si1 0.37 -1.29 0.93  1.30
Br1 3.55 -0.81 0.69  -0.51
Br2 0.23 -1.19 3.18  -0.25
Br3 -0.20 -3.36 0.30  -0.24
H1 0.25 0.41 -1.84  0.23
H2 -0.77 -1.10 -1.97  0.24
H3 -1.60 0.44 -1.82  0.23
H4 0.12 1.64 1.33  0.22
H5 -0.35 2.28 -0.24  0.23
H6 1.11 1.35 0.06  0.23
H7 -1.48 0.15 0.54  0.24

Here is a structure of composition C13H18NO6PPtS2 in a non-equilibrium geometry from OMol25. Energies are from ωB97M-V with the def2-TZVPD basis set.

Properties
Frontier orbital gap = 4.6 eV

Each line ends with the natural charge from an NBO analysis.
Atoms and positions in Å:
Pt1 0.81 0.18 1.06  0.85
O1 1.98 3.59 -0.92  -0.62
C1 1.79 2.35 -0.43  0.77
O2 0.97 2.21 0.56  -0.58
C2 2.46 1.25 -0.99  0.02
C3 3.35 1.17 -2.09  -0.14
C4 3.79 -0.05 -2.51  -0.18
C5 3.36 -1.24 -1.87  -0.13
C6 2.52 -1.12 -0.79  0.10
N1 2.12 0.07 -0.36  -0.37
C7 1.93 -2.25 0.05  0.74
O3 2.22 -3.40 -0.13  -0.58
O4 1.11 -1.82 0.96  -0.67
H1 1.39 4.21 -0.46  0.52
H2 3.65 2.08 -2.58  0.25
H3 4.45 -0.12 -3.36  0.24
H4 3.66 -2.22 -2.22  0.26
C8 1.72 -2.43 3.93  -0.66
C9 0.84 -2.31 5.15  0.12
C10 1.62 -2.01 6.42  -0.63
O5 -0.21 -1.34 4.99  -0.85
P1 -0.17 0.15 4.49  1.72
S1 -1.35 1.21 5.69  -0.64
S2 -0.93 0.19 2.56  -0.52
O6 1.38 0.51 4.58  -0.86
C11 2.06 1.76 4.38  0.13
C12 1.12 2.90 4.05  -0.67
C13 3.10 1.54 3.29  -0.62
H5 2.34 -3.31 4.01  0.21
H6 2.36 -1.55 3.83  0.21
H7 1.11 -2.52 3.03  0.25
H8 0.27 -3.24 5.29  0.19
H9 2.19 -1.09 6.31  0.22
H10 2.30 -2.83 6.63  0.21
H11 0.93 -1.90 7.25  0.22
H12 2.57 1.97 5.33  0.19
H13 0.63 2.72 3.09  0.22
H14 1.67 3.84 3.99  0.21
H15 0.36 2.98 4.82  0.26
H16 2.60 1.28 2.35  0.19
H17 3.78 0.73 3.55  0.22
H18 3.68 2.45 3.13  0.21

Here is a structure of composition C39H28N10OS4Ta in a non-equilibrium geometry from OMol25. Energies are from ωB97M-V with the def2-TZVPD basis set.

Properties
Total charge = +1
Frontier orbital gap = 6.7 eV

Each line ends with the Mulliken charge.
Atoms and positions in Å:
Ta1 -0.20 -0.27 -2.15  1.81
N1 0.17 -2.78 1.52  0.03
C1 -0.24 -2.03 2.65  -0.09
C2 0.27 -2.34 3.90  -0.59
C3 -0.10 -1.58 5.00  -0.69
C4 -0.96 -0.50 4.84  -0.83
C5 -1.45 -0.19 3.58  -0.76
C6 -1.11 -0.97 2.49  1.00
S1 -1.81 -0.64 0.91  -0.10
N2 -0.64 -1.34 -0.15  0.13
C7 0.09 -2.33 0.26  0.37
C8 0.88 -3.03 -0.79  0.67
C9 1.56 -4.21 -0.55  -0.73
C10 2.26 -4.81 -1.58  -1.08
C11 2.27 -4.19 -2.81  -1.05
C12 1.56 -3.01 -2.98  -0.71
N3 0.84 -2.45 -2.00  1.07
H1 0.88 -3.47 1.70  0.12
H2 0.96 -3.17 4.01  0.45
H3 0.29 -1.82 5.97  0.42
H4 -1.25 0.10 5.69  0.42
H5 -2.11 0.66 3.44  0.45
H6 1.54 -4.69 0.42  0.65
H7 2.80 -5.73 -1.42  0.51
H8 2.82 -4.60 -3.65  0.52
H9 1.55 -2.51 -3.93  0.34
N4 -4.28 1.53 -1.93  0.12
C13 -2.97 1.64 -2.13  -0.46
N5 -2.46 0.42 -2.18  0.10
C14 -3.53 -0.40 -1.98  0.33
N6 -4.66 0.24 -1.82  -0.77
C15 -3.36 -1.84 -2.03  0.10
C16 -4.41 -2.74 -1.86  -0.53
N7 -4.23 -4.04 -1.95  -0.58
C17 -3.00 -4.45 -2.25  -0.54
C18 -1.95 -3.57 -2.43  -0.33
N8 -2.12 -2.25 -2.29  0.64
H10 -4.96 2.27 -1.87  0.21
H11 -2.43 2.56 -2.26  0.60
H12 -5.41 -2.37 -1.65  0.50
H13 -2.84 -5.52 -2.36  0.42
H14 -0.97 -3.93 -2.70  0.46
S2 -0.39 -1.06 -4.48  -0.72
C19 0.06 0.52 -5.06  0.84
S3 0.05 1.63 -3.73  -0.47
C20 0.40 0.79 -6.34  0.71
C21 0.42 -0.27 -7.31  -0.07
N9 0.47 -1.13 -8.07  -0.45
C22 0.77 2.11 -6.73  -0.20
N10 1.05 3.18 -7.05  -0.43
C23 1.96 0.07 -1.85  -1.58
C24 2.70 -0.61 -0.73  0.27
C25 3.72 -1.53 -0.98  -0.08
C26 4.38 -2.17 0.06  -0.86
C27 4.04 -1.90 1.38  -0.71
C28 3.05 -0.96 1.65  -0.58
C29 2.39 -0.32 0.60  0.06
H15 2.43 -0.15 -2.81  0.58
H16 2.02 1.14 -1.70  0.79
H17 4.01 -1.73 -2.00  0.52
H18 5.17 -2.87 -0.16  0.48
H19 4.56 -2.38 2.19  0.45
H20 2.79 -0.71 2.67  0.55
H21 1.62 0.42 0.82  0.19
C30 0.15 6.58 6.65  -1.08
C31 0.13 5.76 5.38  0.74
O1 0.53 4.64 5.29  -0.52
S4 -0.61 6.67 4.01  -0.22
C32 -0.54 5.43 2.75  0.03
C33 0.69 5.02 2.24  -0.60
C34 0.74 4.03 1.27  -0.42
C35 -0.44 3.46 0.80  -0.02
C36 -1.67 3.89 1.30  -0.47
C37 -1.71 4.87 2.27  -0.65
C38 -0.38 2.39 -0.16  0.47
C39 -0.32 1.42 -0.88  -0.90
H22 1.06 6.36 7.20  0.31
H23 -0.70 6.27 7.26  0.28
H24 0.07 7.64 6.46  0.37
H25 1.60 5.47 2.61  0.45
H26 1.69 3.71 0.88  0.50
H27 -2.58 3.44 0.93  0.43
H28 -2.66 5.20 2.67  0.43

Here is a structure of composition C19H39F6N6OP2Pd in a non-equilibrium geometry from OMol25. Energies are from ωB97M-V with the def2-TZVPD basis set.

Properties
Total charge = -2
2S+1 = 2
Frontier orbital gap (alpha / beta) = 6.7 / 6.7 eV

Each line ends with the Mulliken spin population.
Atoms and positions in Å:
Pd1 11.19 9.67 8.79  0.95
N1 7.33 12.88 9.34  0.00
C1 8.46 12.13 9.87  0.01
C2 8.04 10.95 10.75  -0.03
C3 9.11 9.98 11.06  0.03
N2 9.41 9.21 9.81  0.01
H1 6.66 13.27 10.09  0.00
H2 6.76 12.18 8.86  0.00
H3 9.10 12.82 10.42  -0.01
H4 9.05 11.86 8.98  0.01
H5 7.24 10.43 10.18  0.00
H6 7.40 11.25 11.61  0.00
H7 8.78 9.34 11.82  0.00
H8 10.06 10.49 11.29  0.00
H9 8.59 9.35 9.15  0.00
H10 9.50 8.20 9.93  0.00
F1 4.79 8.45 9.64  0.00
P1 4.02 9.55 10.45  0.00
F2 3.58 8.43 11.56  0.00
F3 4.37 10.52 9.19  0.00
F4 2.59 9.29 9.71  0.00
F5 3.37 10.80 11.26  0.00
F6 5.41 9.84 11.27  0.00
N3 11.52 7.72 6.01  0.00
C4 11.74 6.83 7.04  -0.01
O1 11.46 7.11 8.21  0.02
C5 12.53 5.66 6.72  0.01
C6 13.10 4.99 7.84  0.00
N4 13.59 4.50 8.74  0.00
C7 13.07 5.49 5.46  0.00
N5 13.42 5.48 4.34  0.00
H11 12.10 7.55 5.16  0.00
H12 11.53 8.70 6.38  0.01
C8 16.33 11.86 9.43  0.00
C9 14.93 11.18 9.41  0.03
C10 15.07 9.84 10.17  -0.01
C11 13.94 12.00 10.27  -0.03
P2 14.34 10.61 7.73  -0.01
N6 12.87 10.24 7.74  -0.03
C12 14.48 12.12 6.61  -0.01
C13 13.74 13.27 7.28  -0.01
C14 13.68 11.92 5.29  0.00
C15 15.92 12.52 6.18  0.00
C16 15.49 9.19 7.00  0.00
C17 17.01 9.41 6.96  0.00
C18 14.98 8.75 5.65  0.00
C19 15.31 7.95 7.91  -0.01
H13 16.76 11.89 10.46  0.00
H14 16.27 12.88 9.04  0.00
H15 17.02 11.30 8.80  0.00
H16 15.33 10.05 11.20  0.00
H17 15.92 9.35 9.74  0.00
H18 14.20 9.17 10.14  0.01
H19 14.46 12.02 11.22  0.00
H20 13.11 11.40 10.44  0.04
H21 13.65 12.99 9.82  -0.01
H22 12.87 12.86 7.73  0.01
H23 13.44 14.08 6.57  0.00
H24 14.38 13.73 7.94  0.00
H25 12.58 11.62 5.57  0.00
H26 14.11 11.14 4.62  0.00
H27 13.75 12.86 4.80  0.00
H28 16.74 12.35 6.86  0.00
H29 15.93 13.59 5.86  0.00
H30 16.11 11.99 5.31  0.00
H31 17.37 10.45 6.67  0.00
H32 17.48 8.66 6.31  0.00
H33 17.43 9.30 7.95  0.00
H34 15.21 9.58 4.92  0.00
H35 13.91 8.42 5.65  0.00
H36 15.58 7.88 5.29  0.00
H37 16.20 7.75 8.55  0.00
H38 15.31 7.08 7.23  0.00
H39 14.36 8.02 8.47  0.01

Result set for relative energy (zero: lowest compared OMol25 entry of this formula, charge and spin): 0.439, 2.300, 2.328, 2.244, 0.393, 0.420 eV, one per record in the order listed.